Entry 1:
The following is a DFT calculation (ωB97M-V/def2-TZVPD) of a single C6H8O2 molecule.

- ΔE to the lowest compared entry with this formula, charge and spin (kcal per mole) = 91.2
- calculated total energy (eV) = -10442.7698
- SMILES = C1=C\OCO/C=C\C/1
- LUMO energy (eV) = 0.90
- Kohn-Sham gap (eV) = 9.342

Geometry as ORCA input:
```
! RIJCOSX wB97M-V def2-TZVPD def2/J DEFGRID3
* xyz 0 1
C -1.2621 0.1988 -1.0836
C -0.7097 1.3519 -0.9900
O 0.0339 1.8101 -0.0562
C 0.2630 0.8401 1.0264
O 1.4449 0.0497 0.8444
C 1.2796 -1.2734 0.5590
C 0.1466 -1.8201 0.0428
C -1.0843 -1.0839 -0.4616
H -1.9847 -0.0227 -1.8380
H -0.9143 2.1260 -1.8150
H -0.5408 0.2172 1.3783
H 0.7539 1.5354 1.6260
H 2.2843 -1.8648 0.6340
H 0.1029 -2.9671 0.0329
H -1.3586 -1.9072 -1.1878
H -1.9719 -1.2757 0.3058
*
```

Listed below, in e, are the Löwdin charges computed for each atom: atom 1 (C): -0.15, atom 2 (C): -0.24, atom 3 (O): 0.01, atom 4 (C): -0.11, atom 5 (O): -0.06, atom 6 (C): -0.16, atom 7 (C): -0.11, atom 8 (C): -0.26, atom 9 (H): 0.10, atom 10 (H): 0.16, atom 11 (H): 0.14, atom 12 (H): 0.12, atom 13 (H): 0.15, atom 14 (H): 0.12, atom 15 (H): 0.12, atom 16 (H): 0.15


Entry 2:
The following is a DFT calculation (ωB97M-V/def2-TZVPD) of a gas-phase ion, C3H7O2 (charge -1).

- ΔE to the lowest compared entry with this formula, charge and spin (kcal per mole) = 61.8
- calculated total energy (eV) = -7318.2700
- SMILES = [O-]CCCO
- LUMO energy (eV) = 3.76
- Kohn-Sham gap (eV) = 5.804

Geometry as ORCA input:
```
! RIJCOSX wB97M-V def2-TZVPD def2/J DEFGRID3
* xyz -1 1
O -2.0328 -0.1606 -0.6333
C -1.4143 0.0524 0.5632
C 0.0349 0.6832 0.2759
C 0.9245 -0.5262 -0.0323
O 2.2191 0.0439 -0.2818
H -1.2170 -0.8593 1.1659
H -1.9803 0.6863 1.2341
H 0.0870 1.3170 -0.6118
H 0.4783 1.2206 1.1392
H 0.8862 -1.3531 0.6895
H 0.4634 -0.8804 -0.9636
H 2.9183 -0.5880 -0.4527
*
```

Listed below, in e, are the Löwdin charges computed for each atom: atom 1 (O): -0.40, atom 2 (C): -0.53, atom 3 (C): -0.20, atom 4 (C): -0.31, atom 5 (O): -0.12, atom 6 (H): 0.06, atom 7 (H): 0.05, atom 8 (H): 0.09, atom 9 (H): 0.09, atom 10 (H): 0.10, atom 11 (H): 0.10, atom 12 (H): 0.05


Entry 3:
The following is a DFT calculation (ωB97M-V/def2-TZVPD) of 7 unconnected molecules or ions with the total composition C19H46FNO20S5.

- ΔE to the lowest compared entry with this formula, charge and spin (kcal per mole) = 0.0
- calculated total energy (eV) = -119777.0291
- SMILES = O=C1OC[C@@H](F)O1.CCOS(C)(=O)=O.CCOS(C)(=O)=O.CCOS(C)(=O)=O.CCOS(C)(=O)=O.CCOS(C)(=O)=O.C[N+](=O)[O-]
- LUMO energy (eV) = -0.26
- Kohn-Sham gap (eV) = 10.618

Geometry as ORCA input:
```
! RIJCOSX wB97M-V def2-TZVPD def2/J DEFGRID3
* xyz 0 1
O 2.9581 -0.0190 -3.1098
C 2.0708 -0.0197 -2.2977
O 2.3035 0.0220 -0.9453
C 1.0451 -0.2451 -0.2428
C -0.0401 -0.0288 -1.3198
F -0.3255 1.2608 -1.3499
O 0.7086 -0.2551 -2.4776
H 0.9999 -1.2784 0.0513
H 1.0038 0.3911 0.6836
H -0.9350 -0.6363 -1.2691
C -3.0619 -0.7128 0.4109
C -3.8917 -1.5837 1.2544
O -5.2057 -1.5175 0.7272
S -6.1552 -2.7517 0.6281
C -7.4256 -2.2884 1.7419
O -6.5958 -2.7820 -0.7332
O -5.5719 -3.9367 1.2053
H -3.0010 -1.2140 -0.5790
H -2.0547 -0.6298 0.9057
H -3.4160 0.2918 0.2812
H -3.6193 -2.6539 1.1978
H -4.0241 -1.2897 2.3010
H -8.1701 -3.0916 1.7432
H -7.8983 -1.3496 1.4295
H -6.9642 -2.2999 2.7066
C 5.4082 -5.2779 2.0027
C 5.7899 -4.1309 1.1004
O 5.8615 -2.9337 1.8722
S 6.5485 -1.6762 1.1781
C 5.7115 -1.3739 -0.4296
O 6.2348 -0.5183 1.9633
O 7.9210 -1.9823 0.8428
H 4.4366 -5.1483 2.4581
H 6.2050 -5.4681 2.7296
H 5.3728 -6.2129 1.4117
H 6.7848 -4.2243 0.6311
H 4.9347 -4.0293 0.3826
H 6.1153 -0.4400 -0.8400
H 4.7002 -1.2293 -0.2721
H 5.9443 -2.1628 -1.1619
C -2.9294 3.4696 0.1521
C -1.9481 3.5948 1.2989
O -1.7523 2.3170 1.8753
S -0.6300 2.0483 2.8890
C -1.3155 2.6451 4.3357
O -0.4486 0.6228 2.9642
O 0.5091 2.8265 2.5333
H -2.4493 2.9428 -0.6470
H -3.1287 4.4661 -0.2596
H -3.8348 3.0224 0.5070
H -0.9909 3.9552 0.8752
H -2.2224 4.3278 2.0657
H -1.5670 3.6951 4.1490
H -0.5603 2.6073 5.1291
H -2.2078 2.0432 4.5628
C -0.9450 -3.7637 3.5171
C -0.1057 -2.4658 3.5737
O 0.7435 -2.3802 2.3520
S 2.2035 -3.0606 2.4323
C 3.1270 -1.9102 3.5577
O 2.1318 -4.3177 3.1491
O 2.7403 -2.9596 1.0914
H -1.3153 -3.9012 2.4826
H -1.7381 -3.6394 4.2237
H -0.3247 -4.5858 3.7947
H -0.6424 -1.5258 3.4394
H 0.5293 -2.4882 4.4336
H 2.5136 -1.9631 4.4442
H 3.1459 -0.9080 3.1716
H 4.1355 -2.2322 3.7115
C -0.0732 7.5135 -3.0930
C -1.0953 6.6367 -3.7731
O -0.2801 5.5919 -4.3449
S -0.8330 4.5041 -5.3184
C -0.6629 3.0667 -4.3954
O -2.2451 4.7460 -5.4945
O 0.0295 4.4540 -6.4482
H 0.7029 7.7696 -3.8699
H 0.3313 7.0719 -2.2004
H -0.5564 8.4506 -2.7798
H -1.8238 6.2315 -3.0980
H -1.5980 7.2314 -4.5301
H -1.0557 2.2729 -5.1210
H -1.2786 3.1144 -3.5351
H 0.3652 2.8233 -4.0655
C 0.3615 -1.4300 -5.5079
N -0.8810 -0.9328 -4.8561
O -1.4844 0.0285 -5.3494
O -1.2524 -1.5067 -3.8667
H 0.2130 -1.4634 -6.6032
H 0.5149 -2.4440 -5.1464
H 1.1758 -0.7866 -5.2208
*
```

Listed below, in e, are the Löwdin charges computed for each atom: atom 1 (O): 0.16, atom 2 (C): -0.47, atom 3 (O): 0.06, atom 4 (C): -0.02, atom 5 (C): -0.33, atom 6 (F): 0.09, atom 7 (O): 0.07, atom 8 (H): 0.10, atom 9 (H): 0.14, atom 10 (H): 0.14, atom 11 (C): -0.06, atom 12 (C): -0.27, atom 13 (O): -0.26, atom 14 (S): 0.56, atom 15 (C): -0.13, atom 16 (O): -0.26, atom 17 (O): -0.29, atom 18 (H): 0.10, atom 19 (H): 0.09, atom 20 (H): 0.07, atom 21 (H): 0.12, atom 22 (H): 0.13, atom 23 (H): 0.08, atom 24 (H): 0.08, atom 25 (H): 0.06, atom 26 (C): -0.06, atom 27 (C): -0.29, atom 28 (O): -0.27, atom 29 (S): 0.60, atom 30 (C): -0.09, atom 31 (O): -0.29, atom 32 (O): -0.29, atom 33 (H): 0.05, atom 34 (H): 0.09, atom 35 (H): 0.09, atom 36 (H): 0.12, atom 37 (H): 0.12, atom 38 (H): 0.08, atom 39 (H): 0.01, atom 40 (H): 0.08, atom 41 (C): -0.04, atom 42 (C): -0.26, atom 43 (O): -0.25, atom 44 (S): 0.51, atom 45 (C): -0.13, atom 46 (O): -0.28, atom 47 (O): -0.25, atom 48 (H): 0.06, atom 49 (H): 0.09, atom 50 (H): 0.08, atom 51 (H): 0.13, atom 52 (H): 0.12, atom 53 (H): 0.08, atom 54 (H): 0.09, atom 55 (H): 0.09, atom 56 (C): -0.05, atom 57 (C): -0.20, atom 58 (O): -0.29, atom 59 (S): 0.63, atom 60 (C): -0.06, atom 61 (O): -0.29, atom 62 (O): -0.29, atom 63 (H): 0.09, atom 64 (H): 0.07, atom 65 (H): 0.06, atom 66 (H): 0.09, atom 67 (H): 0.09, atom 68 (H): 0.05, atom 69 (H): 0.07, atom 70 (H): 0.05, atom 71 (C): -0.07, atom 72 (C): -0.25, atom 73 (O): -0.27, atom 74 (S): 0.53, atom 75 (C): -0.14, atom 76 (O): -0.28, atom 77 (O): -0.26, atom 78 (H): 0.11, atom 79 (H): 0.07, atom 80 (H): 0.08, atom 81 (H): 0.11, atom 82 (H): 0.12, atom 83 (H): 0.09, atom 84 (H): 0.05, atom 85 (H): 0.09, atom 86 (C): 0.06, atom 87 (N): -0.42, atom 88 (O): 0.04, atom 89 (O): 0.06, atom 90 (H): 0.11, atom 91 (H): 0.10, atom 92 (H): 0.09


Entry 4:
The following is a DFT calculation (ωB97M-V/def2-TZVPD) of a molecular structure, C3H5NSSi.

- ΔE to the lowest compared entry with this formula, charge and spin (kcal per mole) = 63.3
- calculated total energy (eV) = -23390.9787
- LUMO energy (spin up / spin down) (eV) = -0.40 / -0.39
- Kohn-Sham gap (spin up / spin down) (eV) = 8.167 / 8.167

Geometry as ORCA input:
```
! RIJCOSX wB97M-V def2-TZVPD def2/J DEFGRID3
* xyz 0 1
C -1.1414 0.3316 2.0091
C 0.1525 0.3123 2.5342
C 0.4301 0.0814 0.0411
N -1.3147 0.3004 0.7320
Si 0.3579 -0.4086 -1.7833
S 1.3756 -0.0059 1.4035
H -2.1529 0.4104 2.5373
H 0.5671 0.5467 3.4758
H -1.0550 -0.5044 -1.9966
H 1.0310 -1.6948 -2.3482
H 0.8749 0.6391 -2.5583
*
```

Listed below, in e, are the Löwdin charges computed for each atom: atom 1 (C): -0.38, atom 2 (C): -0.44, atom 3 (C): -0.64, atom 4 (N): 0.04, atom 5 (Si): 0.57, atom 6 (S): 0.96, atom 7 (H): 0.14, atom 8 (H): 0.03, atom 9 (H): -0.09, atom 10 (H): -0.07, atom 11 (H): -0.12


Entry 5:
The following is a DFT calculation (ωB97M-V/def2-TZVPD) of 12 unconnected molecules or ions with the total composition C5H34O12.

- ΔE to the lowest compared entry with this formula, charge and spin (kcal per mole) = 34.0
- calculated total energy (eV) = -30304.5840
- SMILES = CC(C)CCO.O.O.O.O.O.O.O.O.O.O.O
- LUMO energy (eV) = 0.10
- Kohn-Sham gap (eV) = 10.398

Geometry as ORCA input:
```
! RIJCOSX wB97M-V def2-TZVPD def2/J DEFGRID3
* xyz 0 1
C -1.4490 -1.8011 3.4087
C -0.3770 -1.0846 2.5189
C -1.0364 0.1358 1.7910
C 0.3419 -2.1568 1.5445
C 1.7180 -1.5432 1.0124
O 2.3846 -0.5838 1.8741
H -0.9030 -2.6804 3.7680
H -1.8989 -1.1863 4.2129
H -2.2303 -2.2930 2.8414
H 0.5166 -0.7328 3.1968
H -2.0491 0.3037 1.9964
H -0.9241 0.1802 0.7128
H -0.5659 1.2080 2.0962
H 0.7165 -3.0258 2.1156
H -0.1526 -2.5847 0.7397
H 2.5202 -2.2129 0.8812
H 1.6037 -0.9546 0.1848
H 1.7426 -0.4501 2.6378
O 1.2860 2.0212 -2.4541
H 1.7081 2.9672 -2.6404
H 1.5517 1.7314 -1.5971
O -2.0336 2.7142 -0.8527
H -2.6036 2.1453 -0.2872
H -1.3814 2.2192 -1.1287
O -0.8699 -1.9442 -1.4275
H -1.1196 -1.0874 -1.8162
H 0.0181 -2.0021 -1.7557
O -0.6670 4.3623 0.8748
H -1.1119 3.9025 0.0641
H -1.1645 3.8704 1.5908
O 3.1045 0.6119 -0.5156
H 3.3422 0.2023 0.3087
H 3.0137 1.4985 -0.4369
O 1.8040 -1.8019 -2.0180
H 1.9991 -0.7963 -2.1235
H 1.7602 -2.0611 -2.9007
O 1.6432 4.1718 -0.0029
H 0.7747 3.9917 0.3560
H 2.2499 4.4420 0.6049
O -1.5088 0.3030 -2.7606
H -1.0618 1.1763 -2.6293
H -2.3885 0.4871 -2.9490
O -3.2019 -3.2360 0.1516
H -2.3491 -3.3061 0.6272
H -2.8094 -3.3545 -0.6903
O -3.4137 -0.2892 -0.4972
H -2.9305 -0.8302 -1.1292
H -3.5968 -0.8928 0.1909
O 3.3866 -0.0948 -3.5956
H 3.7335 -0.3423 -2.7679
H 2.8786 0.6832 -3.3259
*
```

Listed below, in e, are the Löwdin charges computed for each atom: atom 1 (C): -0.07, atom 2 (C): -0.34, atom 3 (C): -0.07, atom 4 (C): -0.09, atom 5 (C): -0.21, atom 6 (O): -0.13, atom 7 (H): 0.07, atom 8 (H): 0.09, atom 9 (H): 0.06, atom 10 (H): 0.13, atom 11 (H): 0.03, atom 12 (H): 0.05, atom 13 (H): 0.12, atom 14 (H): 0.11, atom 15 (H): 0.05, atom 16 (H): 0.11, atom 17 (H): 0.03, atom 18 (H): 0.07, atom 19 (O): -0.07, atom 20 (H): 0.14, atom 21 (H): -0.02, atom 22 (O): 0.03, atom 23 (H): 0.09, atom 24 (H): -0.07, atom 25 (O): -0.07, atom 26 (H): -0.02, atom 27 (H): -0.02, atom 28 (O): -0.11, atom 29 (H): 0.06, atom 30 (H): 0.08, atom 31 (O): 0.01, atom 32 (H): 0.04, atom 33 (H): -0.02, atom 34 (O): -0.05, atom 35 (H): 0.07, atom 36 (H): 0.02, atom 37 (O): -0.03, atom 38 (H): -0.05, atom 39 (H): -0.02, atom 40 (O): -0.01, atom 41 (H): 0.06, atom 42 (H): 0.03, atom 43 (O): -0.04, atom 44 (H): 0.04, atom 45 (H): 0.00, atom 46 (O): -0.03, atom 47 (H): 0.01, atom 48 (H): 0.00, atom 49 (O): -0.04, atom 50 (H): -0.01, atom 51 (H): 0.01


Entry 6:
The following is a DFT calculation (ωB97M-V/def2-TZVPD) of a molecular structure, C22H29BrIrN2O5P.

- ΔE to the lowest compared entry with this formula, charge and spin (kcal per mole) = 53.4
- calculated total energy (eV) = -118653.7111
- LUMO energy (spin up / spin down) (eV) = -9.33 / -9.33
- Kohn-Sham gap (spin up / spin down) (eV) = 4.386 / 4.387

Geometry as ORCA input:
```
! RIJCOSX wB97M-V def2-TZVPD def2/J DEFGRID3
* xyz 2 1
Ir 0.2097 -0.6273 -1.2837
O 4.4856 0.0594 2.1259
C 4.8866 -1.0811 1.5443
C 6.1912 -1.5635 1.6950
C 6.5706 -2.7333 1.0774
C 5.6619 -3.4328 0.2866
C 4.3573 -2.9688 0.1375
C 3.9549 -1.8060 0.7661
C 2.5625 -1.2029 0.5808
O 2.0949 -1.3140 -0.6600
N 1.6486 -1.7668 1.6322
N 0.3581 -1.8879 1.5038
C -0.1999 -2.2559 0.3696
C -1.6510 -2.2732 0.1922
Br -2.0110 -2.1714 -1.7277
C -2.5976 -2.2055 1.1532
C -4.0345 -2.2461 1.0735
C -4.7516 -2.8699 0.0318
C -6.1255 -2.9605 0.0851
C -6.8260 -2.4298 1.1659
C -6.1388 -1.7678 2.1824
C -4.7649 -1.7015 2.1547
H 5.2165 0.4793 2.6064
H 6.8977 -0.9991 2.2861
H 7.5780 -3.0960 1.1983
H 5.9752 -4.3289 -0.2252
H 3.6672 -3.5106 -0.4887
H 2.6562 -0.1316 0.8839
H 1.9382 -1.5690 2.5858
H 0.3604 -2.9070 -0.3170
H -2.1965 -2.1244 2.1608
H -4.2334 -3.3476 -0.7847
H -6.6617 -3.4732 -0.6982
H -7.8970 -2.5494 1.2272
H -6.6874 -1.3283 3.0014
H -4.2337 -1.2134 2.9580
C 2.3102 2.9265 0.3363
C 1.7412 2.7477 -1.0620
O 0.3127 2.7957 -1.0250
P -0.6174 1.5533 -1.4194
O -0.8238 1.5245 -2.9824
C -1.1824 2.6413 -3.8394
C 0.0513 3.3588 -4.3454
O -2.0181 2.0481 -0.8677
C -2.2253 2.4390 0.5029
C -2.0334 3.9329 0.6889
H 3.3711 3.1551 0.2743
H 2.1811 2.0246 0.9325
H 1.8057 3.7474 0.8404
H 2.0732 1.7984 -1.5030
H 2.0621 3.5669 -1.7068
H -1.8422 3.3140 -3.2921
H -1.7310 2.1761 -4.6595
H 0.5093 3.9578 -3.5637
H -0.2235 4.0165 -5.1635
H 0.7813 2.6467 -4.7211
H -1.5468 1.8745 1.1515
H -3.2533 2.1512 0.7349
H -1.0343 4.2288 0.3884
H -2.1781 4.1934 1.7335
H -2.7477 4.4850 0.0862
*
```

Listed below, in e, are the Löwdin charges computed for each atom: atom 1 (Ir): 0.92, atom 2 (O): 0.06, atom 3 (C): -0.27, atom 4 (C): 0.00, atom 5 (C): -0.04, atom 6 (C): -0.05, atom 7 (C): -0.02, atom 8 (C): -0.11, atom 9 (C): -0.39, atom 10 (O): -0.23, atom 11 (N): 0.18, atom 12 (N): 0.15, atom 13 (C): -0.33, atom 14 (C): -0.57, atom 15 (Br): 0.91, atom 16 (C): -0.05, atom 17 (C): -0.22, atom 18 (C): -0.05, atom 19 (C): -0.05, atom 20 (C): -0.03, atom 21 (C): -0.05, atom 22 (C): -0.02, atom 23 (H): 0.14, atom 24 (H): 0.13, atom 25 (H): 0.12, atom 26 (H): 0.11, atom 27 (H): 0.12, atom 28 (H): 0.15, atom 29 (H): 0.19, atom 30 (H): 0.12, atom 31 (H): 0.13, atom 32 (H): 0.07, atom 33 (H): 0.12, atom 34 (H): 0.12, atom 35 (H): 0.12, atom 36 (H): 0.12, atom 37 (C): -0.04, atom 38 (C): -0.26, atom 39 (O): -0.24, atom 40 (P): 0.62, atom 41 (O): -0.28, atom 42 (C): -0.21, atom 43 (C): -0.05, atom 44 (O): -0.22, atom 45 (C): -0.24, atom 46 (C): -0.05, atom 47 (H): 0.10, atom 48 (H): 0.06, atom 49 (H): 0.09, atom 50 (H): 0.10, atom 51 (H): 0.13, atom 52 (H): 0.13, atom 53 (H): 0.13, atom 54 (H): 0.07, atom 55 (H): 0.09, atom 56 (H): 0.09, atom 57 (H): 0.11, atom 58 (H): 0.13, atom 59 (H): 0.06, atom 60 (H): 0.09, atom 61 (H): 0.09